1.
Molecular formula: C34H52F4IN4O12
Method: DFT, ωB97M-V/def2-TZVPD

Geometry as ORCA input:
```
! RIJCOSX wB97M-V def2-TZVPD def2/J DEFGRID3
* xyz 1 1
H -4.1301 -3.1680 -5.1413
C 1.1514 2.6541 9.5991
H -0.8585 2.4503 11.6092
H -4.3771 4.1663 -2.0991
H 1.5930 -0.3540 1.1216
H 2.1048 2.7498 12.2785
C 5.1390 -1.9154 -3.3500
C 1.4635 2.6708 1.6095
H -2.3548 3.3715 6.0733
H 1.5796 1.7424 2.1603
H 1.7359 -6.0147 -6.0496
H 0.6747 4.5989 10.3169
H -3.9226 1.2315 7.3756
C 1.2219 -0.1417 0.1224
H 3.6951 -6.0824 -4.5440
H -2.3014 -6.6156 -5.1551
C 2.2657 -5.0839 -5.8715
C -1.8461 1.4103 5.4479
C 1.8091 1.1630 -0.3984
H -1.1226 2.9041 -4.2648
H -0.9790 1.5879 8.1292
H -3.6127 2.1704 -1.2882
C -3.6640 3.7130 -2.7794
H 2.2440 5.4717 -0.4821
O -2.5171 0.4521 6.0789
F -4.6624 -2.5402 -1.6966
H 3.5963 -3.2582 -2.5502
N -0.2712 -0.1216 0.1495
N -1.3822 0.8896 -1.6129
C 3.8197 -3.9634 -4.4463
H 4.3710 -1.5300 -4.0211
H 2.4059 4.2067 10.3991
F -4.9002 -0.3833 -1.7480
O -1.4937 1.2830 4.2951
O 1.8460 3.5127 -1.8764
H -4.6305 -5.1241 -6.4489
H 0.6882 3.2534 2.1023
H -3.8282 1.5733 -2.9604
C -1.7777 -4.9073 -6.3025
H 2.3899 3.2313 1.6923
C -2.7270 -6.0488 -5.9848
C 0.2939 5.6147 -0.2926
H -0.7133 -0.9951 -2.0801
O 1.4384 2.5654 8.4403
C 5.7725 -0.7622 -2.5674
O 2.6119 -3.3730 -4.2858
C -2.7039 -1.2915 -1.3719
C 1.5681 -4.1929 -4.8491
C 1.1123 2.4103 0.1451
O -2.2686 -3.7581 -5.7911
H 2.3458 -4.5580 -6.8221
H -4.6191 -5.8623 -4.8487
C -3.4553 -4.0098 -5.0269
H -1.3385 2.9445 -1.9986
C 3.6530 -5.2453 -5.2428
H -2.3390 -2.3130 -1.3173
O 0.4876 1.6739 10.2515
H -4.0876 3.7242 -3.7794
I -1.1129 -0.1764 2.0620
C 4.8666 -0.6367 -1.3598
H -2.2921 2.7183 8.4587
N 1.4751 4.9273 -0.0981
C -1.3154 1.9191 -3.8583
C -1.8011 2.0577 -2.4097
H 5.8403 -2.4959 -3.9429
O 4.8179 -3.4948 -3.9846
F -3.8782 -1.3959 -3.3863
H 1.7586 1.1899 -1.4877
H 0.2508 1.2248 12.2489
H -2.8353 -0.9671 -0.3436
C -4.0139 -5.3217 -5.5722
H 1.5564 -0.9650 -0.5035
O 4.1185 -1.7529 -1.2308
C -1.6327 2.6009 6.3509
H 0.8170 3.8856 12.6731
H 4.4543 -5.3444 -5.9685
H -0.9054 2.5927 0.7316
C -1.9036 2.0065 7.7338
H -0.3841 1.3550 -3.8937
H 5.1814 -3.4364 -1.7787
H -2.7911 4.3625 -2.7945
C 1.5121 3.6072 -0.7272
C 1.4025 3.8172 10.5400
C -4.0553 -1.3840 -2.0452
C 0.1721 2.0896 11.5964
C 1.1761 3.1914 11.9176
H 2.8595 1.2307 -0.1517
H -2.8383 -6.7019 -6.8448
H -3.1630 -4.0861 -3.9767
C 4.4903 -2.7273 -2.2358
H 5.8031 0.1745 -3.1157
O 4.7790 0.2750 -0.5843
H 0.8138 -3.5505 -5.2922
C -0.7124 1.0203 -0.5046
H -2.0361 1.3839 -4.4708
H -1.9271 -0.3846 -3.1667
C -3.3103 2.2863 -2.3271
H -2.8206 0.0370 8.0804
C -1.6573 -0.4644 -2.1220
C -2.8877 0.8890 7.4109
N -0.3566 2.2935 -0.0647
H 1.1150 -4.7703 -4.0385
H -0.6246 2.9912 6.2402
O -0.7168 -4.9249 -6.8523
O -0.8199 5.1959 -0.1973
F 0.5624 6.8846 -0.5534
H 6.7754 -1.0038 -2.2124
*
```

2.
Molecular formula: C34H52NO21P2
Method: DFT, ωB97M-V/def2-TZVPD

Geometry as ORCA input:
```
! RIJCOSX wB97M-V def2-TZVPD def2/J DEFGRID3
* xyz -1 1
C 16.5721 -2.8330 15.1417
C 10.7251 -1.9056 15.0445
C 20.2643 1.5426 17.9456
H 17.3010 0.1608 13.2359
H 21.0458 3.6095 20.5305
H 17.9283 1.8571 6.8539
H 16.7293 0.5092 6.7318
H 16.9264 3.6693 12.2230
H 15.2980 -0.1100 12.3830
O 16.0659 2.5029 15.6852
O 16.3880 2.2405 10.8598
C 12.9670 -1.0071 14.9808
C 19.0043 2.0492 17.6373
H 13.6775 7.4433 13.7915
C 14.2186 6.9800 12.9675
H 15.0968 7.5175 12.6069
H 20.6014 0.6958 17.3598
H 13.1061 5.2583 14.5373
H 14.1497 3.9328 14.1370
C 19.2550 3.6909 19.3912
H 19.6538 2.0300 11.0436
H 13.0734 3.8912 11.7201
P 16.8812 2.7113 9.4160
C 12.0956 -2.0330 15.3002
H 18.9230 4.5972 19.8780
C 18.5224 3.1224 18.3636
H 9.2844 -0.9326 13.8562
C 17.5488 -2.3373 15.9928
C 15.9611 2.2483 19.7063
C 13.5314 1.0582 17.4354
O 14.6461 -0.8394 19.4535
O 17.6585 1.8171 14.3817
H 12.5035 -2.9085 15.7914
O 17.3250 3.7159 18.0505
C 14.8877 -1.7086 10.9382
O 13.1757 1.2247 13.9734
N 16.5657 1.6454 14.9314
O 12.9459 0.3347 21.0434
H 15.3907 3.0996 19.3373
H 18.4056 1.6698 16.8200
H 12.9069 -1.4169 22.1702
H 16.7487 2.6316 20.3489
C 18.1043 -3.1365 16.9985
H 14.4192 0.4727 17.1790
H 15.3331 -4.5429 14.6082
C 17.0466 -1.1636 11.8554
H 15.4947 2.7755 12.6365
H 19.0085 1.0148 9.7153
O 15.8810 0.6089 14.6623
H 9.8241 4.4838 12.5957
H 10.2601 -3.5935 15.8411
H 10.0016 5.6321 11.2762
H 12.7430 0.5785 16.8653
H 12.1892 3.3995 13.0911
H 14.0340 -1.1873 15.0256
C 13.6080 4.7715 13.6962
C 10.5172 4.8466 11.8307
C 10.2430 -0.8233 14.3504
H 22.2677 0.5264 19.2748
H 10.7163 4.0373 11.1239
C 12.4463 0.1307 14.3350
H 16.3599 1.6831 18.8658
C 15.6890 -0.9222 11.7872
C 19.3705 2.0005 9.9905
H 17.4732 -0.5993 15.2035
O 14.6592 -3.5410 9.4691
C 16.8400 -3.0020 10.3082
H 13.7352 2.0165 16.9555
O 16.1697 3.8422 8.7987
H 16.9644 3.3761 17.2158
C 17.5998 -4.4430 17.1332
C 12.6258 4.3004 12.6303
H 20.2948 2.2709 9.4785
O 15.1137 1.4527 20.5591
O 11.7035 5.3546 12.4137
O 17.8402 -0.4426 12.6873
C 16.1007 -4.1404 15.2572
C 16.9589 1.4703 7.1755
P 14.0766 0.4410 19.8938
H 18.1207 -5.1675 17.7454
C 20.4503 3.0931 19.7909
O 9.8714 -2.9847 15.2060
C 16.0140 3.2445 11.7968
O 14.6155 5.6442 13.1768
H 13.8152 -1.5779 10.8917
C 20.9418 2.0181 19.0471
H 18.7037 -2.2954 11.1283
O 22.1064 1.4462 19.4738
O 18.4309 3.0338 9.7000
H 13.5897 7.0354 12.0679
C 11.0838 0.2392 14.0607
C 15.4645 -2.7473 10.2564
O 17.8831 -1.0149 15.9879
C 16.5935 -4.9011 16.2956
H 14.1125 1.1124 14.2091
O 16.8832 1.3383 8.5967
H 15.1288 -4.2568 9.0417
O 13.2515 1.2654 18.8139
H 17.2993 -3.7698 9.6982
C 13.2627 -0.3763 22.2117
H 16.2541 2.2306 6.8330
H 15.6174 -6.5445 15.8084
H 15.3251 3.9790 11.3866
H 14.3242 -0.5028 22.4290
H 18.7626 -2.7952 17.7824
H 12.7130 0.0068 23.0718
H 16.2810 -2.1940 14.3180
C 17.6241 -2.2077 11.1138
H 10.8233 1.1206 13.4905
O 16.1471 -6.1856 16.5214
*
```

3.
Molecular formula: C34H53BaN4OP2S
Method: DFT, ωB97M-V/def2-TZVPD

Geometry as ORCA input:
```
! RIJCOSX wB97M-V def2-TZVPD def2/J DEFGRID3
* xyz 1 1
C 5.6770 1.2161 1.3759
C 1.8713 -3.1603 -3.5985
H 3.4579 -3.5240 -1.3530
H 1.7872 -1.1287 -5.2279
H -0.9063 -1.0817 -3.8826
N -1.0975 -1.7287 0.4276
H -1.4533 -0.0423 4.1987
H 1.8701 0.5791 -5.7131
H 5.0323 2.9026 2.6116
H 5.7136 1.9533 0.5687
H 0.3143 -0.1204 -5.2149
C -2.5191 0.9226 -3.3674
H -2.1446 3.7733 0.4603
H -6.3995 -3.8982 0.0024
C -4.3837 -3.1286 0.1418
H -0.2289 -3.6145 -1.8265
C 5.1984 1.8243 2.6933
C 1.3958 -0.1258 -5.0130
C 1.1177 1.7581 -3.3901
C -2.7905 2.8186 -1.9271
H -1.0808 4.7674 2.3148
C 3.0492 -2.5055 -1.4461
H -2.7130 2.0920 4.4251
H 0.0646 1.7999 -3.6974
O 3.5511 2.9505 -0.6010
H 3.7295 -0.5498 -3.5492
C -5.3591 -4.1277 0.2470
P -1.1768 1.8702 1.7309
N 4.6684 0.1868 1.0963
S 2.9673 -1.4051 2.5093
H 1.2078 2.1094 -2.3501
C -0.8878 4.1853 3.2273
H 1.2214 -4.5191 -1.3462
H 2.9606 -2.1092 -0.4167
C -1.5908 0.4157 -2.4574
C -0.8282 -0.8847 -2.8046
H 3.6779 1.1751 -3.9726
H -4.2753 -0.2822 1.8738
H -0.6146 1.8404 4.7791
H -3.2041 3.7875 -1.6781
N -1.3273 1.0001 -1.2803
H -4.6592 -2.1224 -0.1903
H 0.6461 -3.1889 -0.3370
H 0.7807 1.1480 3.9199
C -3.0988 2.1735 -3.1155
C -2.6000 0.9128 2.5690
C -2.6926 -4.7457 0.9027
H 3.5789 1.0740 3.9237
C 0.7697 -3.5141 -1.3801
H -0.3010 4.8168 3.9115
H 3.4469 0.6933 -2.2833
C -1.8077 2.7425 0.3505
H 5.9017 1.6251 3.5076
C -5.0055 -5.4136 0.6634
C 2.6759 2.2015 -0.5606
C -2.0196 -0.3191 3.3011
H 6.6570 0.7405 1.4786
C 3.2323 0.4042 -3.3251
H -3.4174 -6.7350 1.3180
C -3.0392 -3.4397 0.4721
H 3.7875 -1.8984 -1.9843
H 2.6516 -2.6360 -4.1689
C 1.2411 3.3149 2.2323
C 3.8408 -0.0061 2.1654
H -3.6737 2.7589 3.0581
C 1.6968 -2.5885 -2.1904
H -1.8520 3.9740 3.7085
H -3.0327 -0.0379 0.6326
N 3.9393 1.1116 2.9657
C 0.2624 2.0913 4.1694
H 1.0949 3.7502 1.2371
H -5.7722 -6.1878 0.7370
C -0.0876 2.9182 2.9128
H 0.9493 2.6741 4.8034
C -3.5652 0.4500 1.4576
C -1.9657 2.1783 -0.9636
H 1.6722 2.4653 -4.0262
H -1.6595 -4.9881 1.1677
H -4.1388 1.2970 1.0548
H 0.9271 -3.1463 -4.1653
H -2.8515 -0.9669 3.6136
P 0.9471 -0.8223 -2.3109
H 1.7385 4.0748 2.8578
H -1.2978 -1.7316 -2.2747
H 2.1854 -4.2111 -3.4983
H -2.7337 0.3570 -4.2649
H -3.7727 2.6250 -3.8387
H -1.3743 -0.9228 2.6480
C 1.7125 0.3444 -3.5905
Ba 0.9542 -0.1296 0.6855
H -4.2136 1.2966 3.9220
C -2.0241 -2.4593 0.4027
H 1.9579 2.4808 2.1619
H 4.8709 -0.5857 0.4452
C -3.3298 1.8370 3.5504
C -3.6848 -5.7267 0.9908
*
```

4.
Molecular formula: C34H53O8
Method: DFT, ωB97M-V/def2-TZVPD

Geometry as ORCA input:
```
! RIJCOSX wB97M-V def2-TZVPD def2/J DEFGRID3
* xyz -1 1
H 2.8982 -4.3098 0.0607
H -1.6924 4.7776 1.4547
C -1.9364 3.4598 -4.7536
H 4.2475 -4.2830 2.1669
C 2.1487 1.9080 1.3399
C -2.3096 1.5161 2.1198
H -0.9888 -4.0063 -1.4452
H -3.4774 -0.5033 -1.1565
H 0.7129 -4.9731 -2.5053
H -0.3104 1.7615 0.2346
H 3.0157 3.8610 1.6486
H -1.3335 -4.3117 1.5032
H 1.9820 1.2301 0.4956
C 3.0667 1.1963 2.3649
H 0.4581 1.3524 2.5558
H 5.2713 -4.4969 0.7450
H 1.6270 -4.6254 -3.9726
C -2.4575 0.0203 -2.9636
H 0.9158 3.0492 2.6985
O 4.4395 1.3859 2.1143
H -3.9518 1.0671 -1.8098
H 1.2558 -2.2314 -3.7256
C -0.2950 2.5606 0.9745
H -3.2480 -0.3208 -3.6492
C 2.7299 -0.3116 2.4611
H 3.8171 -2.9262 -0.5456
O 1.4561 -2.0094 -1.1031
C 1.1807 -2.2270 0.2717
H -0.6474 1.9111 -1.9560
H -2.7713 2.8259 -2.8714
H 3.7497 2.9579 0.3247
H -2.6583 4.2454 -4.9679
C -2.2098 3.9009 1.8229
C 0.4322 0.1959 -2.7042
O -1.3762 0.6717 -4.9889
C 0.2120 -3.4204 0.2979
H -0.7500 -0.5106 -1.0690
H 0.8137 -0.1522 -3.6671
H 4.6277 0.8829 1.3035
H 0.0602 -3.7529 2.4280
O 3.9843 -0.6744 0.4420
H 2.2326 -4.0782 -2.4037
C -0.5895 -3.5214 1.5850
H 0.7704 -4.3495 0.1325
O -4.1790 0.6290 3.3345
C 0.2543 -2.2328 -1.8316
C 3.4436 -3.4126 0.3556
C -0.6465 -3.1110 -0.9304
C -5.4085 3.0727 3.6843
C 2.4918 -2.4389 1.0535
H -6.1834 2.5264 3.1466
C 3.4544 -0.9123 3.6739
H 3.3214 -1.9896 3.7305
C 2.8096 3.1841 0.8214
C -3.5269 1.6780 2.8064
H 3.0669 -0.4668 4.5872
H 2.1573 3.6842 0.1106
H -0.3210 -3.0412 -3.7246
H -0.0731 3.5092 0.4793
C 4.6081 -3.8028 1.2579
H -3.8578 5.0348 2.5837
C -2.5672 2.4018 -3.8542
O -2.2868 -0.8101 2.6322
H -1.0951 -0.2448 -4.8624
H -1.1028 -2.5842 1.7926
H -2.4190 0.8819 -0.9523
C 1.3372 -4.2326 -2.9992
H -1.6222 3.0036 -5.6879
C -0.4499 -0.8722 -2.0590
C -1.6866 1.1563 -3.6861
H -3.5134 2.0822 -4.2973
H -1.0716 3.9117 -4.2755
H -1.5196 -2.5389 -0.6227
H 4.5179 -0.6904 3.6065
H 0.1971 2.1893 -3.4868
H 2.2021 -2.8262 2.0339
H 5.1839 -2.9238 1.5381
C -0.3903 1.4670 -2.9174
C -1.6411 2.6487 1.6409
C 0.7980 2.2218 1.9925
H -3.5384 -0.1550 3.1685
H 1.6519 -0.4376 2.5862
H 0.6435 -1.3594 0.6822
C 3.1551 -1.0858 1.2235
O -0.9969 -0.1216 0.9758
H -5.3312 2.6288 4.6764
C -3.1108 0.4018 -1.6361
O -1.6046 -1.1107 -2.8624
H 2.8992 1.6551 3.3490
H -5.7062 4.1156 3.7783
C -3.4283 4.0476 2.4630
C -1.8096 0.0910 1.8879
C 0.6065 -2.9059 -3.1666
H 1.2837 0.3918 -2.0531
C -4.0981 2.9506 2.9647
*
```

Per-record HOMO-LUMO gap, eV: 7.0896; 7.9099; 5.2044; 7.9690